No. 1
A molecular structure, C2H2IN2PS in a non-equilibrium geometry. Source: the OMol25 dataset; level of theory: the ωB97M-V functional and the def2-TZVPD basis.

XYZ file:
```
9
Properties=species:S:1:pos:R:3:forces:R:3
C -0.51062 0.60213 -0.88251 1.8 -0.1 2.0
C 0.84485 -0.43050 2.22609 -0.7 -1.4 -0.6
N 0.02701 0.49474 0.18479 -2.2 -1.0 -2.7
N 0.39012 0.45805 1.36558 -0.5 1.7 -0.9
P -0.61809 1.03629 -2.66880 -1.1 -0.7 0.9
S 1.90020 0.00487 3.30235 1.5 0.1 1.8
I 0.02792 -2.53553 2.37214 0.1 1.0 -0.5
H -2.01716 0.56291 -2.80307 1.3 0.4 0.1
H -0.04422 -0.19295 -3.09657 -0.1 0.1 0.1
```
Positions in Å, forces in eV/Å.

Its charge is 0. For the orbital gap, the calculation gives 7.59 eV. The HOMO energy comes out at -8.35 eV.

In elementary charge units, the natural (NBO) charges are:
1 C -0.004
2 C -0.100
3 N 0.011
4 N -0.369
5 P 0.343
6 S 0.081
7 I -0.004
8 H 0.024
9 H 0.018

---

No. 2
A molecular structure, C25H40N2OPPt in a non-equilibrium geometry. Source: the OMol25 dataset; level of theory: the ωB97M-V functional and the def2-TZVPD basis.

XYZ file:
```
70
Properties=species:S:1:pos:R:3:forces:R:3
Pt 1.35206 0.37322 0.15618 0.1 1.8 -0.2
O 3.99695 0.50575 -1.45495 0.5 -0.2 0.2
C 4.53685 1.39020 -0.49528 0.7 0.5 0.1
C 3.58552 2.54012 -0.24810 0.3 -0.3 -0.2
C 4.06901 3.84439 -0.33429 1.6 -0.6 -0.1
C 3.27199 4.91969 -0.10124 -0.5 1.2 -0.2
C 1.96651 4.67191 0.29907 -0.7 -0.3 0.5
C 1.53056 3.36409 0.38910 0.2 -0.6 -0.3
N 2.30935 2.28135 0.05959 -0.1 1.8 0.6
H 4.48541 -0.34258 -1.38864 -0.6 0.5 0.0
H 5.49649 1.84967 -0.81511 -0.5 -0.4 -0.1
H 4.78430 0.91074 0.46754 -0.4 -0.2 -0.2
H 5.14536 3.99172 -0.53216 -0.8 -0.2 -0.1
H 3.63373 5.94638 -0.27651 -0.2 -0.6 0.4
H 1.26352 5.44425 0.61056 0.3 0.0 -0.3
H 0.50860 3.13416 0.70590 0.4 0.1 -0.1
C -0.88690 2.11822 -2.08230 0.4 0.0 0.2
C -1.73240 1.04701 -2.76642 -0.2 -0.2 -0.2
C -2.49516 0.14134 -1.76500 -1.1 0.6 0.2
C -2.10112 0.19078 -0.28788 0.9 -0.7 0.9
C -2.00600 1.64303 0.18007 -0.6 0.7 1.1
C -1.73735 2.66895 -0.92144 -0.2 1.3 -0.4
P -0.52802 -0.79638 0.29926 -1.9 -0.6 -1.1
C -0.47895 -2.28911 -0.84119 -0.9 0.5 0.5
C 0.03435 -3.58749 -0.20407 -0.6 -0.2 0.8
C -0.03635 -4.76301 -1.20026 -0.1 -1.3 0.5
C 0.50978 -4.43479 -2.58877 1.2 0.3 0.0
C 0.09855 -3.06337 -3.13004 -0.2 0.2 -1.1
C 0.29101 -1.93068 -2.13467 0.4 -0.1 0.7
C -0.73824 -1.19305 2.12067 0.1 -0.2 -1.0
C -2.19845 -1.57488 2.48287 0.2 -0.9 0.9
C -3.01179 -0.48403 3.22101 -0.3 -0.3 -0.5
C -2.22834 0.24994 4.31810 0.7 -0.5 -0.9
C -0.96923 0.91951 3.71061 -0.4 0.7 0.2
C -0.07383 -0.04917 2.94767 0.9 -0.3 -0.1
H -0.62709 2.91048 -2.82362 0.0 -0.5 0.7
H 0.08043 1.66932 -1.69214 -0.8 0.5 -0.4
H -1.15465 0.41323 -3.44287 0.1 0.3 0.0
H -2.48692 1.57140 -3.38925 0.4 -0.4 0.3
H -2.54442 -0.88755 -2.10434 -0.1 -0.1 -0.2
H -3.54468 0.54407 -1.72625 0.7 -0.6 -0.2
H -2.88157 -0.31558 0.32370 0.4 0.2 -0.6
H -1.24227 1.75617 0.96387 -0.1 -0.1 -0.2
H -2.96232 1.92128 0.69981 0.7 -0.2 -0.5
H -1.30157 3.60852 -0.47890 -0.3 -0.9 -0.4
H -2.72183 3.00172 -1.34393 0.8 -0.3 0.2
H -1.54785 -2.43785 -1.10952 0.4 0.0 0.1
H -0.57699 -3.82653 0.72466 0.6 0.2 -1.1
H 1.06147 -3.43172 0.14131 -0.1 -0.1 -0.1
H -1.06455 -5.19856 -1.27471 0.5 0.7 0.0
H 0.55731 -5.62056 -0.77753 -0.4 0.8 -0.3
H 0.21420 -5.20857 -3.32137 0.3 0.3 0.4
H 1.64253 -4.40552 -2.53850 -1.1 -0.3 0.0
H -0.95142 -3.08279 -3.48073 0.4 0.0 0.1
H 0.75343 -2.85353 -4.00486 -0.6 -0.1 0.3
H 0.02628 -0.92387 -2.53239 0.1 -0.8 0.2
H 1.37008 -1.92242 -1.89144 -0.4 0.2 -0.1
H -0.11257 -2.11752 2.19224 -0.3 0.8 0.1
H -2.17045 -2.48141 3.13656 0.2 0.7 -0.2
H -2.73363 -1.98501 1.60764 0.1 0.5 0.2
H -3.87998 -1.00905 3.67352 0.3 0.6 -0.4
H -3.35695 0.25634 2.46402 -0.1 -0.3 0.6
H -1.93950 -0.47648 5.09433 -0.1 0.3 -0.1
H -2.85074 1.02284 4.74907 -0.1 0.0 0.3
H -0.36849 1.37476 4.51431 -0.2 -0.2 -0.2
H -1.27481 1.78622 3.07287 0.0 -0.7 0.3
H 0.64384 -0.50637 3.64140 -0.3 0.0 0.0
H 0.63659 0.56637 2.29320 -0.5 -0.4 0.3
N 3.17565 -2.13775 0.16706 -0.1 0.2 -0.2
C 2.48565 -1.21193 0.07291 1.3 -1.7 0.8
```
Positions in Å, forces in eV/Å.

As for the expectation value of S²: 2.006. Its charge is +1. For the orbital gap (spin up / spin down), the calculation gives 7.63 / 6.46 eV. The HOMO energy (spin up / spin down) comes out at -10.68 / -12.45 eV. As for the spin multiplicity: 3.

In elementary charge units, the natural (NBO) charges are:
1 Pt 0.907
2 O -0.704
3 C -0.108
4 C 0.244
5 C -0.231
6 C -0.122
7 C -0.237
8 C 0.046
9 N -0.573
10 H 0.506
11 H 0.187
12 H 0.204
13 H 0.243
14 H 0.247
15 H 0.245
16 H 0.216
17 C -0.387
18 C -0.415
19 C -0.416
20 C -0.491
21 C -0.425
22 C -0.419
23 P 1.047
24 C -0.540
25 C -0.416
26 C -0.408
27 C -0.403
28 C -0.399
29 C -0.423
30 C -0.546
31 C -0.420
32 C -0.399
33 C -0.399
34 C -0.413
35 C -0.359
36 H 0.234
37 H 0.166
38 H 0.214
39 H 0.221
40 H 0.223
41 H 0.225
42 H 0.245
43 H 0.193
44 H 0.229
45 H 0.211
46 H 0.217
47 H 0.225
48 H 0.206
49 H 0.236
50 H 0.206
51 H 0.228
52 H 0.227
53 H 0.205
54 H 0.196
55 H 0.221
56 H 0.215
57 H 0.228
58 H 0.269
59 H 0.228
60 H 0.215
61 H 0.231
62 H 0.191
63 H 0.208
64 H 0.227
65 H 0.228
66 H 0.198
67 H 0.238
68 H 0.165
69 N -0.449
70 C -0.160

---

No. 3
A molecular structure, C2H4FNO2 in a non-equilibrium geometry. Source: the OMol25 dataset; level of theory: the ωB97M-V functional and the def2-TZVPD basis.

XYZ file:
```
10
Properties=species:S:1:pos:R:3:forces:R:3
C -0.25231 -0.34598 -0.74148 4.8 0.9 1.1
C 1.16016 0.27945 0.58333 -2.7 -1.1 -2.3
N -1.43874 0.02895 -0.09951 -0.3 -0.5 1.4
O -1.91998 1.11571 -0.36473 -0.5 -0.5 0.3
O -1.78687 -0.76922 0.80281 -0.3 1.5 -1.1
F 2.32829 -0.18752 0.02780 -1.0 0.1 1.0
H 0.01121 -1.38802 -0.49268 -0.5 0.5 -1.1
H 0.06587 0.21919 -1.66396 -0.9 -1.1 1.0
H 0.65749 -0.35681 1.41194 1.7 1.4 -1.0
H 1.17488 1.40424 0.53647 -0.3 -1.4 0.6
```
Positions in Å, forces in eV/Å.

Its charge is 0. For the orbital gap, the calculation gives 10.15 eV. The HOMO energy comes out at -10.65 eV.

In elementary charge units, the natural (NBO) charges are:
1 C -0.335
2 C 0.101
3 N 0.470
4 O -0.369
5 O -0.420
6 F -0.344
7 H 0.242
8 H 0.246
9 H 0.211
10 H 0.197

---

No. 4
A molecular structure, C5H7PS in a non-equilibrium geometry. Source: the OMol25 dataset; level of theory: the ωB97M-V functional and the def2-TZVPD basis.

XYZ file:
```
14
Properties=species:S:1:pos:R:3:forces:R:3
C 0.28381 -1.11611 -0.41609 -2.0 -1.5 0.0
C -0.98936 -1.49772 -0.16640 2.0 5.1 1.7
C -0.37738 0.98605 0.46026 -0.8 -2.2 -0.4
C 0.65031 0.24385 -0.01891 -2.1 1.1 -0.1
C 1.94204 0.80696 -0.38250 0.5 1.6 -1.4
P -1.88960 -0.06633 0.57659 1.5 -0.9 2.1
S -3.62833 0.32327 -0.24550 0.9 0.0 0.7
H 0.84761 -1.87278 -0.95411 0.8 0.6 0.1
H -1.43457 -2.34943 -0.39206 -1.8 -3.8 -1.0
H -0.40506 1.99068 0.77025 0.3 1.0 0.3
H 2.53869 -0.07783 -0.62199 0.9 0.8 0.2
H 2.28909 1.51351 0.41944 0.2 -1.0 -0.9
H 1.79474 1.45284 -1.36629 0.5 -1.4 1.9
H -1.62198 -0.33696 2.33732 -0.9 0.3 -3.1
```
Positions in Å, forces in eV/Å.

Its charge is 0. For the orbital gap, the calculation gives 8.37 eV. The HOMO energy comes out at -8.76 eV.

In elementary charge units, the natural (NBO) charges are:
1 C -0.206
2 C -0.453
3 C -0.505
4 C -0.010
5 C -0.644
6 P 0.955
7 S -0.497
8 H 0.228
9 H 0.217
10 H 0.235
11 H 0.223
12 H 0.239
13 H 0.237
14 H -0.020

---

No. 5
A molecular structure, CH3Br2N in a non-equilibrium geometry. Source: the OMol25 dataset; level of theory: the ωB97M-V functional and the def2-TZVPD basis.

XYZ file:
```
7
Properties=species:S:1:pos:R:3:forces:R:3
C -1.41976 -0.07408 -0.44041 -0.3 0.5 -0.6
N 1.52044 0.63314 0.71594 -1.1 1.1 0.5
Br 3.07735 0.73623 -0.14287 1.0 -0.4 -0.5
Br 0.93961 -0.97568 1.27658 0.8 -1.0 0.5
H -0.49273 0.41638 -0.59137 0.3 0.8 -0.4
H -1.29622 -0.94775 0.11464 -0.7 -1.2 0.6
H -2.32869 0.21176 -0.93250 -0.1 0.0 0.0
```
Positions in Å, forces in eV/Å.

Its charge is 0. For the orbital gap (spin up / spin down), the calculation gives 9.26 / 7.24 eV. The HOMO energy (spin up / spin down) comes out at -9.58 / -8.81 eV.

In elementary charge units, the natural (NBO) charges are:
1 C -0.483
2 N -0.582
3 Br 0.301
4 Br 0.286
5 H 0.157
6 H 0.152
7 H 0.169

---

No. 6
A molecular structure, C5H7N. Source: the OMol25 dataset; level of theory: the ωB97M-V functional and the def2-TZVPD basis.

XYZ file:
```
13
Properties=species:S:1:pos:R:3:forces:R:3
C 0.01437 1.60515 -0.69683 0.1 0.2 0.0
C 0.37299 0.54649 0.27956 0.1 0.8 0.2
C -0.75766 -0.26696 0.88002 0.2 0.2 -0.1
N -0.43547 -1.41670 0.01848 0.5 -0.4 0.3
C 1.61021 -0.06707 0.20095 -0.6 -0.3 -0.2
C 1.01380 -1.26636 -0.12429 -0.4 -0.4 -0.4
H 0.83212 1.71326 -1.40946 0.0 0.2 0.1
H -0.21601 2.56894 -0.23894 -0.1 0.0 0.1
H -0.87684 1.25609 -1.22918 0.0 0.1 0.0
H -0.61958 -0.49214 1.95213 0.0 0.2 -0.3
H -1.74536 0.17832 0.70876 0.3 -0.3 -0.1
H -0.66667 -2.32160 0.40260 -0.1 -0.2 0.0
H 1.47410 -2.03742 -0.74378 0.0 -0.1 0.4
```
Positions in Å, forces in eV/Å.

Its charge is 0. For the orbital gap, the calculation gives 7.91 eV. The HOMO energy comes out at -7.80 eV.

In elementary charge units, the natural (NBO) charges are:
1 C -0.687
2 C 0.245
3 C -0.309
4 N -0.625
5 C -0.317
6 C -0.015
7 H 0.245
8 H 0.244
9 H 0.230
10 H 0.216
11 H 0.206
12 H 0.367
13 H 0.199

---

Here are the calculated E_tot numbers, same order: -33306.858; -44129.621; -10436.205; -25420.179; -142655.213; -6784.006 (eV).
Here are the calculated energy above the lowest of the compared OMol25 structures with the same formula, charge and spin numbers, same order: 2.496; 0.000; 5.334; 1.765; 4.079; 4.506 (eV).